Computed, not measured: a structure of composition C43H47N4O3SZr, with ωB97M-V with the def2-TZVPD basis set.

Geometry as XYZ:
```
99
Properties=species:S:1:pos:R:3:mulliken_charge:R:1
Zr -0.5656 -1.3980 0.1153 0.7731
O -2.3769 -1.6172 0.6920 -0.3142
C -3.2626 -1.4706 1.7809 1.9787
C -3.0884 0.0012 2.1869 -1.7660
C -1.7326 0.4094 2.7027 0.6530
C -1.6766 1.0274 3.9463 -0.8096
C -0.4756 1.4771 4.4468 -0.9774
C 0.6627 1.3386 3.6723 -0.9418
C 0.5729 0.7325 2.4303 0.2976
C 1.8426 0.6438 1.6080 -1.5491
C 2.2953 -0.8146 1.4061 2.6011
O 1.2952 -1.3228 0.5726 1.2506
C 2.3346 -1.5583 2.7567 -0.1971
C 1.3206 -2.4192 3.1718 0.3492
C 1.3348 -2.9890 4.4354 -0.8304
C 2.3733 -2.7031 5.3074 -0.5803
C 3.3982 -1.8602 4.9063 -1.0174
C 3.3794 -1.2950 3.6404 -0.5077
C 3.6062 -0.9722 0.6590 -0.7420
C 4.0158 -2.2822 0.3882 -0.4003
C 5.1516 -2.5259 -0.3620 -0.8266
C 5.9036 -1.4575 -0.8467 -0.6051
C 5.5096 -0.1608 -0.5726 -1.0187
C 4.3598 0.0836 0.1793 -0.3918
N -0.6066 0.2383 1.9593 0.3231
C -4.6954 -1.6865 1.3025 -0.2881
C -5.0362 -1.3413 -0.0021 -0.2650
C -6.3407 -1.4788 -0.4480 -0.9768
C -7.3226 -1.9606 0.4067 -0.5391
C -6.9901 -2.3048 1.7072 -0.9659
C -5.6823 -2.1700 2.1526 -0.1550
C -2.8821 -2.4616 2.8548 -0.3730
C -2.9873 -2.1580 4.2082 0.0487
C -2.6569 -3.1029 5.1727 -0.9488
C -2.2202 -4.3619 4.7875 -0.7078
C -2.1236 -4.6729 3.4369 -0.9528
C -2.4577 -3.7311 2.4785 -0.1380
H -3.8355 0.2700 2.9353 0.3785
H -3.3188 0.5893 1.2937 0.7806
H -2.5924 1.1529 4.5070 0.4726
H -0.4238 1.9440 5.4216 0.4583
H 1.6224 1.6965 4.0140 0.4716
H 2.6157 1.2289 2.1109 0.6021
H 1.6737 1.0870 0.6236 0.6522
H 0.5032 -2.6891 2.5069 0.1722
H 0.5336 -3.6543 4.7313 0.4291
H 2.3897 -3.1460 6.2943 0.4486
H 4.2180 -1.6492 5.5798 0.4434
H 4.1913 -0.6494 3.3287 0.4221
H 3.4411 -3.1135 0.7875 0.3654
H 5.4617 -3.5452 -0.5556 0.7672
H 6.7987 -1.6418 -1.4262 0.4564
H 6.0931 0.6717 -0.9425 0.4378
H 4.0649 1.1065 0.3687 0.4791
H -4.2742 -0.9718 -0.6763 0.3729
H -6.5925 -1.2086 -1.4653 0.4280
H -8.3412 -2.0694 0.0588 0.4077
H -7.7479 -2.6863 2.3785 0.4408
H -5.4368 -2.4581 3.1665 0.3856
H -3.3443 -1.1873 4.5283 0.4642
H -2.7462 -2.8527 6.2215 0.4701
H -1.9666 -5.1005 5.5362 0.4564
H -1.8009 -5.6589 3.1295 0.4312
H -2.4162 -3.9896 1.4265 0.7224
C 3.5888 -5.4073 -2.2284 -0.9559
C 4.1857 -4.3606 -3.1652 -0.3381
C 3.1611 -3.4999 -3.9087 -0.2836
C 2.5414 -2.3940 -3.0634 -1.2933
N 1.7060 -2.8777 -1.9749 1.0992
C 0.4633 -3.3353 -2.0747 0.0498
S -0.2969 -3.8972 -0.5846 -0.5260
N -0.1500 -3.3499 -3.2469 0.1179
C -1.5636 -3.6728 -3.5051 -0.5654
C -1.7163 -4.6912 -4.6308 -0.8850
C -1.4944 -6.1425 -4.2080 -0.5750
C -0.0785 -6.4612 -3.7424 -0.6886
H 4.3618 -6.0797 -1.8554 0.4508
H 2.8471 -6.0178 -2.7468 0.2253
H 3.0986 -4.9659 -1.3588 0.0578
H 4.8023 -4.8696 -3.9091 0.4540
H 4.8665 -3.7044 -2.6118 0.0401
H 2.3778 -4.1409 -4.3289 0.0347
H 3.6434 -3.0090 -4.7576 0.5299
H 1.9499 -1.7025 -3.6742 0.5022
H 3.3236 -1.7910 -2.5931 0.2955
H 2.1018 -2.8951 -1.0435 -0.7219
H 0.3649 -2.9811 -4.0343 0.2768
H -2.0743 -2.7389 -3.7505 0.3174
H -1.9868 -4.0426 -2.5756 0.3894
H -1.0344 -4.4321 -5.4488 0.3190
H -2.7227 -4.5815 -5.0392 0.3867
H -1.7449 -6.7845 -5.0550 0.3711
H -2.2062 -6.3945 -3.4158 0.2829
H 0.6584 -6.1489 -4.4877 0.2086
H 0.0492 -7.5323 -3.5853 0.4680
H 0.1659 -5.9711 -2.7994 0.0905
O -0.5631 2.0017 -1.7923 -0.5534
C -0.6104 0.8368 -1.7412 0.8473
N -0.6585 -0.3689 -1.6980 -0.7343
```

Summary:
- total charge = +1
- M (g/mol) = 791.16
- energy relative to the best compared isomer or geometry (same formula, charge and spin) (kcal per mole) = 2.90
- E_HOMO (eV) = -11.2